(1)
Computed, not measured: a 2-piece molecular cluster, C2H3INOS overall, with ωB97M-V/def2-TZVPD.

The geometry in XYZ format:
```
9
Properties=species:S:1:pos:R:3
C 1.4890 0.7765 0.0339
C 2.3486 1.6522 -0.2284
N 0.3570 -0.0009 -0.2994
O 3.2659 2.3997 -0.3096
S 5.2820 1.1690 -0.1035
I 4.3636 -0.8263 0.4218
H 0.6092 -0.5176 -1.2003
H -0.4456 0.7869 -0.4344
H 0.2407 -0.7027 0.4794
```

Values from the calculation:
Total charge = +1
Molecular weight = 216.02 Da
DFT total energy = -903.444980 hartree
Frontier orbital gap (spin up / spin down) = 6.3 / 6.3 eV

(2)
Computed, not measured: a 2-piece molecular cluster, C2H3IO overall, with ωB97M-V/def2-TZVPD.

The geometry in XYZ format:
```
7
Properties=species:S:1:pos:R:3
C -1.2430 0.6657 -0.5082
C -1.9938 0.1691 0.3889
O -2.6156 -0.2528 1.2989
H -0.1516 0.7192 -0.3944
H -1.7998 1.2909 -1.2664
I 4.0657 -0.5458 -0.0146
H 3.7381 -2.0462 0.4959
```

Values from the calculation:
Molecular weight = 169.95 Da
DFT total energy = -450.888866 hartree
Frontier orbital gap = 10.0 eV

(3)
Computed, not measured: C2H3IO2 as an isolated structure, with ωB97M-V/def2-TZVPD.

The geometry in XYZ format:
```
8
Properties=species:S:1:pos:R:3
C 0.2972 0.0226 -0.5032
C -1.1335 0.0080 0.8230
O -0.3809 -0.9844 0.2160
O -0.2855 1.0189 0.2536
I -3.1872 -0.0070 -0.0485
H 1.3953 -0.0957 -0.5976
H -0.2232 0.0272 -1.4441
H -1.0896 -0.0218 1.8445
```

Values from the calculation:
Molecular weight = 185.95 Da
DFT total energy = -526.108167 hartree
Frontier orbital gap = 10.0 eV

(4)
Computed, not measured: one molecule with the formula C2H3IP2, with ωB97M-V/def2-TZVPD.

The geometry in XYZ format:
```
8
Properties=species:S:1:pos:R:3
P 0.0778 -0.8138 0.1507
P -0.5352 1.2532 -0.0102
C -2.2616 1.1197 0.2923
C -3.4343 0.7640 -0.1033
I -5.3288 0.1158 0.0131
H 1.4658 -0.3569 -0.1943
H -0.4028 -0.8911 -1.0729
H -0.5624 1.7905 1.3101
```

Values from the calculation:
Molecular weight = 215.90 Da
DFT total energy = -1058.272409 hartree
Frontier orbital gap = 8.7 eV

(5)
Computed, not measured: C2H3KNO4S as an isolated structure, with ωB97M-V/def2-TZVPD.

The geometry in XYZ format:
```
12
Properties=species:S:1:pos:R:3
K -8.9803 20.5543 -3.9460
S -7.9596 15.1601 -2.0089
O -7.0108 14.6075 -2.9579
O -7.2418 16.2432 -1.3076
O -9.0163 15.8137 -2.7732
O -8.4963 14.1167 -1.1459
C -13.6967 18.1803 1.8130
C -12.8722 19.2202 1.3236
N -12.1980 20.0453 0.9081
H -14.4929 18.5879 2.4360
H -13.1760 17.3660 2.3168
H -14.2422 17.7438 0.9763
```

Values from the calculation:
Total charge = -1
Molecular weight = 176.21 Da
DFT total energy = -1431.782316 hartree
Frontier orbital gap = 2.2 eV

(6)
Computed, not measured: C2H3LiO2Tb as an isolated structure, with ωB97M-V/def2-TZVPD.

The geometry in XYZ format:
```
9
Properties=species:S:1:pos:R:3
O -1.6409 1.4963 -0.4261
C -0.7842 0.8816 0.0310
C -0.4792 -0.4322 0.7122
O 0.6754 -1.0173 0.2306
Tb 2.7280 -0.1184 0.0292
H -1.3923 -1.0426 0.5850
H -0.3403 -0.1506 1.7751
Li 0.3849 -2.7073 -0.5266
H 0.9755 1.3061 -0.1830
```

Values from the calculation:
Total charge = +3
Molecular weight = 224.91 Da
DFT total energy = -1059.145332 hartree
2S+1 = 7
Frontier orbital gap (spin up / spin down) = 7.3 / 8.9 eV

(7)
Computed, not measured: C2H3LiO2Yb as an isolated structure, with ωB97M-V/def2-TZVPD.

The geometry in XYZ format:
```
9
Properties=species:S:1:pos:R:3
H -1.4913 0.1739 0.3682
O -1.7416 0.9610 -0.8229
C -0.4714 0.9792 -0.7418
C -0.2211 0.2977 0.5088
O 0.6973 -0.7138 0.6330
Yb 2.8436 -1.3251 0.1299
Li 0.1896 -2.4763 0.1877
H 0.2183 1.0959 -1.5711
H -0.0233 1.0075 1.3082
```

Values from the calculation:
Total charge = +3
Molecular weight = 239.03 Da
DFT total energy = -1393.365504 hartree
2S+1 = 2
Frontier orbital gap (spin up / spin down) = 9.2 / 8.2 eV

(8)
Computed, not measured: C2H3LiOPt as an isolated structure, with ωB97M-V/def2-TZVPD.

The geometry in XYZ format:
```
8
Properties=species:S:1:pos:R:3
C -1.5161 2.5262 -0.9094
C -0.5635 1.6328 -0.8151
O 0.3312 0.9529 -0.4610
Li -0.0191 5.1593 -0.4791
H -2.1851 2.5121 -1.7575
H -2.5397 2.3764 -0.0031
Pt -0.4817 5.0184 -3.3180
H -1.0479 3.9347 -0.6364
```

Values from the calculation:
Molecular weight = 245.06 Da
DFT total energy = -279.796927 hartree
2S+1 = 3
Frontier orbital gap (spin up / spin down) = 5.8 / 5.7 eV

(9)
Computed, not measured: C2H3LiOSr as an isolated structure, with ωB97M-V/def2-TZVPD.

The geometry in XYZ format:
```
8
Properties=species:S:1:pos:R:3
O -1.9034 -1.0175 0.9362
C -1.9448 0.2111 0.6297
Sr 0.2664 -1.5662 0.4592
Li 0.2158 1.5147 -0.1344
H -2.9849 0.6087 0.7680
C 1.8030 -0.1106 -0.6673
H 2.7939 0.1549 -0.2669
H 1.7539 0.2050 -1.7245
```

Values from the calculation:
Total charge = +1
Molecular weight = 137.61 Da
DFT total energy = -191.143685 hartree
2S+1 = 2
Frontier orbital gap (spin up / spin down) = 7.5 / 7.1 eV

(10)
Computed, not measured: C2H3MgO2 as an isolated structure, with ωB97M-V/def2-TZVPD.

The geometry in XYZ format:
```
8
Properties=species:S:1:pos:R:3
H 0.2502 0.2846 -1.6654
C 0.3825 -0.8600 0.6972
O -0.6225 -1.3785 1.1544
O 0.3025 0.4439 0.4993
C 0.6665 0.8100 -0.8067
H 0.4661 1.8743 -0.9102
H 0.9066 -1.0331 -0.4699
Mg -2.3519 -0.1411 1.5013
```

Values from the calculation:
Total charge = +2
Molecular weight = 83.35 Da
DFT total energy = -427.695839 hartree
2S+1 = 2
Frontier orbital gap (spin up / spin down) = 5.1 / 8.3 eV

(11)
Computed, not measured: C2H3MnO2P as an isolated structure, with ωB97M-V/def2-TZVPD.

The geometry in XYZ format:
```
9
Properties=species:S:1:pos:R:3
O 3.1345 -1.2330 1.3789
C 2.8681 -0.7657 0.3667
H 2.8468 -0.1471 -1.4205
P 2.5541 0.8170 -0.2854
C -2.8944 0.2121 0.0786
O -1.8359 0.8137 0.0039
Mn 0.0288 0.5358 -0.1895
H -2.9684 -0.7325 0.6418
H -3.7336 0.4998 -0.5745
```

Values from the calculation:
Total charge = +2
Molecular weight = 144.96 Da
DFT total energy = -1720.049121 hartree
2S+1 = 6
Frontier orbital gap (spin up / spin down) = 9.5 / 8.3 eV

(12)
Computed, not measured: one molecule with the formula C2H3N, with ωB97M-V/def2-TZVPD.

The geometry in XYZ format:
```
6
Properties=species:S:1:pos:R:3
C -0.1614 -0.1928 -0.4082
C 0.5223 0.2076 0.7525
N 0.8860 0.7500 1.6740
H 0.2918 -0.5983 -1.3437
H -0.6450 0.7581 -0.5700
H -0.8936 -0.9246 -0.1046
```

Values from the calculation:
Molecular weight = 41.05 Da
DFT total energy = -132.734976 hartree
Frontier orbital gap = 12.5 eV

Number 1: maximum force 3.349 eV Å⁻¹. Number 2: maximum force 4.599 eV Å⁻¹. Number 3: maximum force 3.885 eV Å⁻¹. Number 4: maximum force 6.837 eV Å⁻¹. Number 5: maximum force 2.925 eV Å⁻¹. Number 6: maximum force 5.013 eV Å⁻¹. Number 7: maximum force 2.274 eV Å⁻¹. Number 8: maximum force 6.063 eV Å⁻¹. Number 9: maximum force 1.445 eV Å⁻¹. Number 10: maximum force 6.451 eV Å⁻¹. Number 11: maximum force 5.950 eV Å⁻¹. Number 12: maximum force 2.565 eV Å⁻¹.